C2AuF6NO4S5Sb | ωB97M-V with the def2-TZVPD basis set

Output
⟨S²⟩ = 3.7706
E_LUMO (spin up / spin down) = -0.94 / -4.21 eV
Gap between HOMO and LUMO (spin up / spin down) = 8.76 / 5.29 eV

The geometry in ORCA input format:
```
! wB97M-V def2-TZVPD RIJCOSX def2/J DEFGRID3
* xyz 0 4
Au -0.18470 0.15880 -0.33260
F 2.38130 -3.01480 -1.38880
C 1.78340 -2.83010 -0.21540
F 1.88800 -3.94450 0.48670
F 0.48410 -2.59970 -0.47140
S 2.53590 -1.30140 0.61400
O 1.91340 -0.24520 -0.19770
O 3.93430 -1.42210 0.45910
N 2.09860 -1.28660 2.10550
S 0.57720 -1.17860 2.51230
O -0.05530 0.05530 2.07720
O -0.15680 -2.36820 2.25380
C 0.75590 -0.98590 4.36290
F 1.50750 0.06320 4.65350
F -0.44420 -0.79800 4.89970
F 1.30200 -2.06440 4.90070
S -2.71920 2.64000 2.25870
Sb -2.59340 2.59830 -0.09920
S -2.49470 0.17650 -0.47560
S -0.16390 2.68430 -0.31020
*
```

Here are the Löwdin charges for atoms 1 to 6, given in e:
1 Au 0.472
2 F 0.149
3 C -0.660
4 F 0.168
5 F 0.075
6 S 0.608